[1]
Here is a cluster of 12 separate species, C13H50N14O12 in total in a non-equilibrium geometry from the Open Molecules 2025 dataset. Energies are from the ωB97M-V functional and the def2-TZVPD basis.

XYZ file:
```
89
Properties=species:S:1:pos:R:3:forces:R:3:mulliken_charge:R:1
O 3.262 3.346 1.552 3.497 -3.769 4.086 -0.71
O -5.052 3.280 -0.726 5.207 -1.225 3.330 -0.82
O -1.288 2.657 2.437 6.963 1.541 -0.629 -0.76
O -0.188 -3.353 -0.031 -1.815 -5.749 3.854 -0.29
O -3.748 -0.835 3.274 -1.760 -0.961 0.896 -0.58
O 3.628 0.250 -1.069 1.057 -0.198 -0.389 -0.49
O -0.218 3.208 -2.199 6.744 -1.451 1.838 -0.80
O 1.201 -3.194 -3.984 0.639 1.337 0.347 -0.53
O -1.045 0.612 -0.215 -1.025 0.474 0.731 2.12
O 2.051 -3.331 2.847 -0.027 -2.190 1.379 -0.64
O -1.159 0.423 -2.887 -4.971 3.133 -0.471 -0.65
O -1.627 -3.219 -3.112 -5.333 3.422 4.100 -0.65
N 3.554 1.389 2.828 -1.734 -4.396 1.965 -0.28
N -2.201 -2.049 -1.126 1.053 -0.646 1.402 0.33
N 0.008 -5.127 1.543 2.363 -0.771 3.254 -0.34
N -2.690 2.951 -0.615 2.138 -1.326 -3.702 -0.03
N 0.434 4.178 1.756 -2.787 2.752 -3.041 -0.54
N -1.732 -5.144 0.173 -2.909 -0.161 -1.797 -0.31
N 1.918 2.198 -2.599 -0.452 -0.335 -3.484 -0.21
N 5.285 2.631 2.635 3.691 3.399 -0.892 -0.50
N -3.472 0.536 -3.086 -2.933 -5.713 0.564 -0.46
N -2.501 2.419 -3.166 2.159 4.802 -1.941 -0.43
N 0.965 2.536 3.064 3.554 -1.476 1.939 -0.26
N -3.630 -1.948 -2.726 -5.257 -2.079 -2.847 -0.32
N 1.523 3.101 -0.634 -0.616 0.716 2.986 0.06
N -3.663 3.065 1.251 -4.459 0.530 3.204 -0.19
C 3.988 2.486 2.354 -1.259 6.258 -5.379 0.48
C -2.815 -0.371 2.396 0.655 3.933 0.186 0.47
C -2.516 -2.492 -2.317 8.127 -3.967 -2.572 0.01
C 0.035 3.067 2.340 -6.769 0.104 1.060 0.20
C 0.042 0.117 0.463 0.351 -0.950 0.872 0.33
C -2.346 1.128 -3.015 5.610 -2.190 -0.394 0.02
C 1.072 2.798 -1.813 -7.477 2.718 -1.900 0.41
C -0.671 -4.547 0.620 2.315 6.356 -4.723 0.11
C 3.831 -0.700 -0.031 0.761 0.224 0.625 -0.41
C -3.866 3.051 -0.034 -3.374 1.375 -3.626 0.33
C 1.256 -1.516 -2.316 -1.653 -0.284 0.641 0.87
C 1.450 -2.147 2.486 -0.260 2.034 -0.695 -0.34
C 1.772 -2.840 -2.711 -0.697 -1.633 -0.119 -0.48
H 0.143 -1.633 -2.362 0.939 0.753 -0.324 -0.51
H -1.344 -2.352 -0.669 0.333 -0.586 -0.053 -0.21
H -3.387 2.900 -3.465 1.342 -1.346 0.445 0.28
H 1.408 4.465 1.580 -0.720 -0.524 0.402 0.28
H 1.920 2.918 3.285 -2.124 0.001 -0.876 0.25
H 1.478 -3.628 -1.973 0.035 0.724 -0.284 0.10
H -2.803 2.881 1.720 0.739 0.103 0.011 0.34
H 1.491 -1.331 -1.283 0.191 0.030 0.491 -0.65
H 1.552 2.027 -3.539 0.272 -0.245 0.668 0.27
H -3.440 -0.570 -2.917 -0.065 3.197 -0.619 0.37
H 3.222 -0.389 0.840 0.079 -0.368 -0.732 -0.14
H -0.342 -5.866 2.152 -0.046 0.381 -0.653 0.20
H 2.581 1.143 2.770 -0.003 -0.136 -0.265 0.28
H -3.351 -1.485 3.844 0.105 -0.331 0.356 0.30
H 0.015 -0.969 0.457 0.127 -0.368 0.164 -0.25
H -2.823 -1.534 -0.553 -0.683 0.712 0.155 0.16
H -2.108 -6.023 0.486 0.349 0.043 0.263 0.18
H 4.163 -0.056 -1.834 -0.555 0.326 0.642 0.27
H -1.614 3.014 -3.120 -1.243 -1.089 -0.067 0.52
H 2.011 -1.325 2.967 -0.827 0.167 0.393 0.22
H 4.891 -0.766 0.342 -0.636 0.397 -0.459 0.41
H -1.961 0.075 2.954 -0.479 0.484 -0.294 0.09
H 2.845 -2.854 -2.743 0.990 -0.026 -0.300 0.39
H -3.904 -2.317 -3.641 0.224 0.207 0.118 0.36
H -2.236 -4.713 -0.604 0.507 -0.106 0.323 0.18
H -4.504 3.323 1.765 0.588 -0.373 0.265 0.24
H -1.120 0.118 -1.048 0.036 0.471 -0.820 -1.09
H 4.241 0.708 3.176 -0.960 0.492 -0.270 0.24
H 2.592 1.590 -2.224 0.833 -0.738 0.496 0.23
H -2.310 -1.062 1.824 0.515 -2.124 -1.837 -0.42
H -4.452 -2.061 -2.118 0.644 0.291 -0.007 0.32
H 3.596 -1.687 -0.408 -0.465 -0.351 0.274 0.28
H 1.655 -0.685 -2.877 -0.269 0.151 -0.511 0.38
H 0.102 0.425 1.528 -0.392 0.223 -0.578 -0.30
H 0.939 0.397 -0.043 1.116 0.365 -0.210 0.13
H -2.756 2.819 -1.661 0.251 0.532 2.175 0.31
H -4.359 0.917 -2.822 -0.035 0.974 0.003 0.26
H 5.681 2.172 3.456 -0.224 0.355 -0.613 0.18
H -0.368 4.600 1.173 2.005 -0.509 1.147 0.31
H 2.383 2.749 -0.277 0.710 -0.180 -0.025 0.15
H 0.658 1.821 3.644 -0.659 -1.378 1.281 0.23
H 1.310 -4.121 -4.079 -0.001 -1.204 -0.251 0.31
H 0.806 -4.616 1.920 -0.114 -0.157 -0.169 0.25
H 0.886 3.382 0.122 0.373 -0.356 -1.368 -0.11
H -1.846 2.397 -0.271 -1.837 1.014 -0.035 -0.36
H 2.995 -3.175 2.884 0.129 -0.246 -0.024 0.31
H 0.321 -2.081 2.602 1.634 -0.389 0.155 0.25
H 1.718 -2.041 1.459 -0.717 0.577 -1.180 0.15
H 5.900 3.446 2.208 -2.275 -2.388 1.281 0.31
H -3.318 0.436 1.770 0.949 -1.085 0.651 0.05
```
Forces are in eV/Å.

- Multiplicity: 1



[2]
Here is a cluster of 13 separate species, C13H52N26O13 in total in a non-equilibrium geometry from the Open Molecules 2025 dataset. Energies are from the ωB97M-V functional and the def2-TZVPD basis.

XYZ file:
```
104
Properties=species:S:1:pos:R:3:forces:R:3:mulliken_charge:R:1
O -2.035 14.871 -15.294 -0.531 -0.423 -1.045 -0.71
O -2.858 19.641 -16.936 0.124 -0.802 0.358 -0.74
O 0.214 20.771 -12.231 0.979 0.097 -0.840 -0.75
O 2.597 21.843 -17.378 -0.715 -0.022 -0.097 -0.73
O 2.710 16.757 -21.238 -0.897 -0.113 -0.676 -0.65
O 3.552 13.100 -17.881 1.063 -0.236 0.330 -0.68
O 3.021 15.224 -13.350 -0.140 0.086 0.564 -0.80
O 1.151 12.360 -19.306 -0.754 0.180 -0.259 -0.64
O 4.686 18.924 -17.315 0.198 0.234 0.904 -0.71
O 5.552 20.331 -13.462 -0.772 0.078 0.515 -0.77
O -0.153 18.324 -19.137 -0.985 -0.023 -0.819 -0.14
O 0.142 15.686 -11.339 -0.393 0.175 -0.746 -0.73
O 1.651 17.362 -15.935 0.391 -0.657 -0.062 0.90
N 5.753 13.707 -18.165 -0.953 -0.870 0.525 -0.46
N 3.600 20.027 -12.290 0.746 0.546 1.572 -0.16
N 6.766 18.054 -17.360 1.436 -0.393 0.043 -0.39
N 4.320 16.798 -12.395 0.162 0.451 -0.338 -0.24
N -1.230 17.112 -20.742 -0.439 0.226 0.360 -0.35
N 2.024 19.705 -17.917 0.424 0.179 0.043 0.25
N -1.534 14.964 -17.495 0.476 0.299 -0.253 0.19
N 0.918 15.850 -22.391 -0.238 0.697 -0.758 -0.37
N -1.224 19.360 -20.893 0.562 0.403 0.885 -0.49
N 4.409 13.273 -19.960 0.803 0.085 -0.465 -0.37
N -1.853 15.120 -12.204 -0.414 0.620 -1.090 -0.33
N 3.524 15.067 -11.133 -0.316 -0.639 -0.218 -0.40
N 0.411 21.280 -17.817 -0.020 0.591 0.234 -0.15
N 0.678 19.550 -14.076 0.380 -0.287 -0.306 0.32
N 0.991 12.115 -17.054 0.244 -0.040 -0.546 -0.24
N -3.533 14.094 -16.832 -0.952 -0.408 -0.492 -0.51
N 1.838 14.764 -20.649 -0.726 -0.239 -0.265 -0.03
N -1.266 18.061 -16.519 0.348 -0.700 -0.479 0.87
N 1.124 21.788 -14.060 -0.069 0.005 0.416 -0.19
N 1.264 16.054 -17.752 0.419 -0.907 0.218 1.16
N -2.521 18.845 -14.818 0.283 -0.860 0.844 -0.19
N 2.524 15.264 -16.047 1.045 0.183 1.289 0.34
N -0.734 11.455 -18.416 -0.213 0.268 -1.348 -0.46
N 5.245 17.109 -16.002 -1.045 1.076 0.257 0.00
N -0.236 16.099 -13.546 -0.692 0.533 -1.132 0.20
N 3.692 19.541 -14.489 -0.531 -0.634 -0.737 0.28
C -0.620 15.684 -12.315 1.505 -1.227 2.531 0.50
C -2.351 14.686 -16.478 -0.184 -0.269 1.692 0.54
C -0.838 18.284 -20.167 0.687 -0.748 0.171 0.19
C 5.511 18.150 -16.858 0.033 -1.346 -1.513 0.37
C 0.506 11.997 -18.325 1.133 0.019 1.144 0.50
C 1.745 21.008 -17.686 0.800 -0.527 -0.129 0.44
C -2.277 18.885 -16.145 -0.519 1.706 -0.819 0.39
C 3.564 15.686 -12.336 0.603 -0.171 -0.283 0.65
C 4.529 13.314 -18.606 -1.444 0.670 -1.000 0.49
C 4.358 20.016 -13.412 0.583 -0.262 -1.103 0.39
C 0.668 20.717 -13.390 -1.700 -0.035 1.691 0.34
C 1.856 16.298 -16.544 -1.788 1.562 -0.461 -0.54
C 1.867 15.889 -21.425 1.753 -0.159 1.225 0.44
H 0.651 16.699 -18.229 0.405 0.193 -0.089 -0.45
H 7.362 17.331 -16.999 0.126 0.173 0.094 0.11
H 5.857 13.460 -17.194 0.745 0.697 0.000 0.26
H -0.223 20.533 -18.039 -0.315 0.226 0.051 0.00
H 0.995 22.633 -13.530 0.205 0.281 -0.628 0.24
H 2.931 15.496 -15.138 -0.092 -0.722 0.040 0.06
H 1.274 19.052 -18.077 0.447 0.093 -0.132 -0.24
H -2.473 15.308 -12.975 -0.412 -0.549 0.236 0.17
H -0.439 17.909 -15.954 -0.100 -0.138 0.102 -0.64
H -1.967 19.219 -21.550 -0.255 0.450 0.047 0.19
H -0.936 16.241 -20.342 0.231 0.083 -0.208 0.06
H 2.930 14.530 -16.602 -0.006 -0.127 -0.240 0.08
H 4.308 17.321 -13.257 0.032 0.155 0.050 0.05
H -3.289 19.285 -14.347 -0.047 0.280 -0.416 0.25
H 1.293 21.711 -15.049 0.298 0.644 -0.040 0.14
H 1.993 12.283 -17.015 -0.241 -0.107 0.204 0.32
H 7.208 18.669 -18.016 -0.574 0.408 0.017 0.24
H 4.885 17.141 -11.642 -0.170 0.068 0.080 0.18
H 1.435 15.107 -18.053 -0.339 0.200 -0.766 -0.35
H 4.023 19.663 -15.433 0.376 0.151 0.111 0.07
H 4.059 20.433 -11.491 -0.144 -0.102 -0.003 0.22
H 4.055 15.351 -10.334 -0.021 0.149 -0.031 0.16
H 2.555 14.567 -19.981 -0.080 0.354 0.182 -0.03
H -1.147 11.801 -19.270 -0.616 -0.655 0.219 0.22
H -1.806 14.717 -18.428 0.276 -0.131 -0.024 0.14
H 1.093 14.101 -20.762 0.223 -0.386 0.334 0.12
H -4.136 13.647 -16.164 0.289 0.421 0.497 0.24
H 4.289 17.078 -15.684 0.115 -0.192 0.083 -0.16
H -2.160 14.747 -11.329 -0.055 0.301 0.119 0.23
H 0.268 18.761 -13.599 -0.109 -0.078 -0.328 -0.24
H 0.147 22.247 -17.754 -0.318 -0.179 0.041 0.23
H 2.712 19.299 -14.429 0.036 0.110 0.150 -0.10
H 5.857 16.332 -15.863 0.047 0.005 0.082 0.24
H -2.132 18.021 -14.386 -0.125 0.163 0.438 0.11
H 5.172 13.603 -20.526 0.029 -0.152 -0.022 0.16
H -0.904 15.845 -14.285 0.736 -0.051 0.181 0.18
H -0.573 15.179 -17.244 -0.228 0.233 -0.394 -0.18
H 6.345 14.259 -18.753 0.446 -0.058 0.375 0.18
H 0.519 11.605 -16.330 0.222 0.109 0.260 0.17
H 0.655 19.636 -15.080 0.003 -0.599 -0.073 -0.29
H -1.122 17.969 -17.513 0.093 0.373 0.203 -0.27
H 2.660 19.704 -12.157 -0.142 0.025 -0.427 0.14
H 3.000 19.424 -17.939 -0.404 -0.080 0.281 0.30
H 3.554 13.118 -20.462 -0.245 -0.251 0.476 0.30
H -1.292 11.170 -17.634 -0.108 0.293 0.059 0.19
H -1.142 20.217 -20.364 -0.215 0.175 -0.490 0.26
H 0.323 15.052 -22.475 -0.112 0.025 -0.241 0.20
H 0.753 16.683 -22.929 0.045 -0.159 -0.065 0.26
H -1.484 17.186 -21.708 -0.045 -0.607 -0.089 0.22
H -4.019 14.334 -17.679 0.325 0.069 -0.149 0.16
H 0.723 15.855 -13.758 0.153 0.343 0.106 -0.18
H 3.107 14.154 -11.144 -0.133 0.100 0.206 0.25
```
Forces are in eV/Å.

- Multiplicity: 1



[3]
Here is a cluster of 13 separate species, C13H52N6O13 in total in a non-equilibrium geometry from the Open Molecules 2025 dataset. Energies are from the ωB97M-V functional and the def2-TZVPD basis.

XYZ file:
```
84
Properties=species:S:1:pos:R:3:forces:R:3:mulliken_charge:R:1
O -2.172 0.039 -3.980 -0.168 -0.257 0.264 -0.59
O 2.559 -4.310 -2.147 -0.149 0.142 0.433 -0.56
O 2.024 -3.812 3.163 0.049 0.552 -0.095 -0.70
O 0.993 1.533 2.046 -0.276 0.247 -0.034 -0.12
O -0.906 -0.435 -1.388 0.087 -0.027 -0.657 0.60
O 4.152 3.152 -0.307 -0.041 0.965 0.707 -0.63
O 1.195 -0.547 -3.387 0.245 0.487 -0.562 -0.52
O -0.962 -0.530 4.032 -0.620 0.471 0.079 -0.73
O 4.053 2.333 -3.038 -0.554 0.289 0.532 -0.59
O 4.328 -2.926 -0.421 -1.300 0.291 -0.001 -0.58
O 0.047 4.600 -2.251 0.131 0.026 -0.226 -0.55
O -2.889 -1.464 0.238 -0.072 -0.160 0.784 -0.54
O -4.494 1.586 0.457 0.481 -0.138 -0.489 -0.60
N -4.749 -1.278 1.505 0.057 0.246 -0.633 -0.36
N -3.212 -2.926 1.965 0.688 0.937 -1.276 -0.41
N -2.265 1.062 5.009 0.086 -0.108 0.823 -0.44
N 1.619 -2.128 4.610 0.204 0.360 0.498 -0.33
N 0.757 -2.049 2.458 0.352 0.491 0.947 0.23
N -2.359 0.763 2.755 0.484 -0.350 0.029 0.25
C 0.045 -0.136 -0.370 -0.855 -0.113 0.214 0.69
C 3.942 -1.561 -0.397 0.997 0.531 -0.272 -0.31
C -0.487 3.874 -1.162 -0.798 0.276 -0.350 -0.34
C 3.906 1.917 0.371 0.430 0.477 -2.098 -0.02
C 0.570 -1.464 -4.290 -0.181 -0.816 1.588 -0.66
C 2.631 2.445 -2.843 -0.506 -0.491 -0.823 -0.77
C 1.267 -4.371 -1.528 0.148 0.605 -0.843 -0.12
C 1.519 -2.716 3.385 -0.384 -1.227 -0.163 0.46
C -3.403 2.169 -0.289 -0.195 -0.018 -0.572 -0.47
C -3.351 -0.518 -3.412 0.003 0.622 -0.283 -0.45
C -1.809 0.363 3.933 -0.010 0.223 -0.117 0.45
C 0.824 2.837 2.594 0.358 -0.512 0.733 -0.88
C -3.565 -1.862 1.200 -0.576 -0.193 -0.166 0.44
H 2.155 2.726 -3.783 -0.081 0.201 0.026 0.39
H -3.054 1.494 -1.077 -0.006 -0.108 0.132 0.09
H -2.771 1.924 4.960 -0.175 0.002 -0.315 0.14
H 0.860 0.913 2.770 0.019 -0.181 -0.152 0.13
H -1.688 -0.793 -0.938 0.107 -0.113 -0.037 0.09
H -2.095 0.713 5.936 0.350 -0.033 -0.152 0.23
H 0.953 -3.332 -1.413 -0.020 0.032 -0.023 -0.32
H 1.324 3.562 1.958 -0.110 -0.023 -0.114 0.27
H 0.152 5.525 -2.015 -0.014 -0.017 0.099 0.30
H -0.508 0.444 0.371 0.652 -0.047 0.389 -0.06
H 2.360 3.173 -2.084 0.466 0.336 -0.120 0.29
H 0.088 -1.359 2.823 0.235 -0.563 -0.783 0.04
H 2.145 1.518 -2.537 0.378 -0.265 -0.029 0.41
H 0.590 -4.826 -2.250 -0.356 -0.243 0.411 0.38
H -4.056 -0.737 -4.214 0.212 -0.416 -0.084 0.38
H 0.434 -1.077 0.031 0.114 0.343 0.212 -0.26
H 0.866 0.466 -0.759 -0.114 0.001 -0.087 -0.30
H 4.656 -1.035 0.239 -0.139 -0.016 0.049 0.28
H -5.236 -1.430 2.366 -0.019 0.020 0.071 0.20
H 4.240 1.552 -3.565 -0.142 -0.079 0.051 0.33
H 2.775 -5.143 -2.573 -0.042 -0.092 0.162 0.27
H 0.132 3.972 -0.268 0.039 -0.433 -0.010 0.24
H -0.227 3.094 2.766 -0.048 0.039 -0.322 0.26
H 1.116 -1.304 4.877 -0.270 0.096 -0.256 0.19
H -3.114 1.421 2.764 -0.290 -0.091 -0.214 0.22
H -3.892 0.220 -2.805 0.211 -0.016 0.306 0.13
H -0.069 -1.042 -5.063 0.360 0.454 -0.055 0.29
H -2.536 2.388 0.330 -0.308 0.098 0.338 0.14
H 2.851 1.679 0.218 0.030 -0.424 0.652 -0.28
H 4.539 1.215 -0.179 -0.225 -0.616 0.586 0.30
H -0.085 -2.064 -3.645 -0.118 -0.331 -0.479 0.15
H 4.225 1.999 1.405 -0.252 0.036 0.047 0.29
H -4.924 -0.455 0.948 -0.154 0.103 0.432 0.16
H 4.040 -1.132 -1.403 -0.114 0.088 0.052 0.30
H 3.579 -3.339 -0.889 0.795 -0.501 -0.001 0.29
H -2.274 0.134 1.970 0.063 0.247 -0.131 -0.29
H 1.338 -2.134 -4.677 -0.050 0.149 -0.280 0.26
H -5.052 1.289 -0.272 -0.381 -0.021 0.371 0.34
H 2.933 -1.327 -0.038 -0.008 -0.419 0.162 0.05
H 0.726 -0.557 -2.545 -0.169 -0.137 -0.421 0.04
H -1.462 -0.161 -3.350 -0.090 0.354 -0.105 0.25
H -3.107 -1.392 -2.809 -0.307 -0.155 -0.039 0.14
H -3.788 -3.246 2.714 0.326 -0.308 0.262 0.18
H 1.308 2.842 3.576 0.051 0.386 -0.033 0.36
H -1.509 4.204 -0.929 0.137 0.264 0.152 0.43
H -0.641 2.857 -1.526 0.557 -0.150 0.310 -0.12
H 3.998 3.043 -1.256 0.487 -0.302 0.454 0.31
H 1.963 -2.692 5.364 0.139 -0.166 -0.161 0.24
H -2.267 -3.193 1.729 -0.155 -0.712 0.783 0.22
H 1.249 -4.816 -0.534 0.187 -0.409 -0.131 0.33
H 0.749 -2.482 1.556 -0.287 0.089 -0.096 0.02
H -3.797 3.059 -0.785 0.411 0.221 0.147 0.45
```
Forces are in eV/Å.

- Multiplicity: 1



How do the records compare in E_HOMO? In the order shown, they have -7.543 -8.528 -9.115 eV.
How do the records compare in ΔE to the lowest compared entry with this formula, charge and spin? In the order shown, they have 249.2 54.7 20.5 kcal/mol.